(1)
ORCA calculation (wB97M-V/def2-TZVPD) on C27H37N3O5OsPS4 as an isolated structure.

Geometry as ORCA input:
```
! wB97M-V def2-TZVPD RIJCOSX def2/J DEFGRID3
* xyz 1 5
Os 0.03023 0.42428 -1.19875
C 3.22686 -0.45435 1.87983
C 2.49229 -0.42991 0.57585
N 1.73176 0.56956 0.25411
N 1.70025 1.64887 1.12992
C 0.58591 2.26400 1.18928
S -0.89985 1.81281 0.32038
S 0.49498 3.73195 2.15755
C -0.84596 3.28826 3.31683
C -0.34702 2.56935 4.53632
C 0.14077 1.26943 4.44315
C 0.59939 0.61085 5.57135
C 0.57990 1.24444 6.80581
C 0.09430 2.53907 6.90674
C -0.36629 3.19740 5.77528
C 2.64844 -1.55893 -0.35885
C 3.43319 -2.65450 0.03571
C 3.68246 -3.72323 -0.79877
C 3.15058 -3.72331 -2.08259
C 2.38243 -2.66152 -2.51227
C 2.11684 -1.58347 -1.66810
O 1.37225 -0.59746 -2.19818
H 2.95227 0.38920 2.50182
H 4.30369 -0.43493 1.70630
H 2.99261 -1.37829 2.40747
H -1.60356 2.71760 2.77839
H -1.29602 4.24412 3.58639
H 0.14579 0.75878 3.48920
H 0.96356 -0.40516 5.49026
H 0.93639 0.72871 7.68716
H 0.06974 3.03804 7.86594
H -0.74595 4.20877 5.85945
H 3.86104 -2.67042 1.02611
H 4.28585 -4.55060 -0.45477
H 3.33122 -4.55661 -2.74811
H 1.95226 -2.64249 -3.50428
C -4.04704 0.24651 -1.68903
C -4.65482 -0.31667 -0.42166
C -4.82089 0.71227 0.67433
O -3.91926 -1.49068 0.02968
P -2.52041 -1.67668 0.74202
S -2.15007 -0.69187 2.33355
S -1.08614 -1.50434 -0.83763
O -2.46195 -3.22614 0.98503
C -3.02332 -4.37197 0.25730
C -2.98532 -4.23956 -1.25094
C -4.41499 -4.62683 0.79786
H -4.74023 0.96808 -2.12172
H -3.86546 -0.53833 -2.42184
H -3.10609 0.76346 -1.49061
H -5.63074 -0.74800 -0.65413
H -3.88479 1.22440 0.89554
H -5.18558 0.25510 1.59144
H -5.54480 1.45694 0.33963
H -2.35489 -5.17822 0.56167
H -3.59740 -3.40834 -1.59591
H -3.39455 -5.15648 -1.67814
H -1.97063 -4.12145 -1.62551
H -5.09133 -3.82434 0.50564
H -4.39499 -4.69251 1.88438
H -4.79998 -5.56626 0.40062
O -0.15233 1.35392 -3.65726
C 0.74778 2.08478 -3.25977
O 1.09390 2.19265 -2.03317
C 1.60099 2.84849 -4.26971
N 2.63195 3.61643 -3.46750
C 3.99557 3.04164 -3.77759
C 3.67390 1.64704 -4.28596
C 2.42172 1.88049 -5.12719
H 0.98906 3.53888 -4.84523
H 2.37486 3.41783 -2.48204
H 2.58524 4.61979 -3.62454
H 4.60698 3.09130 -2.88056
H 4.43732 3.66135 -4.55625
H 3.46086 0.97235 -3.45448
H 4.50149 1.23646 -4.86000
H 1.84809 0.97724 -5.31981
H 2.67566 2.34095 -6.08244
*
```

Computed properties:
E_tot in eV: -98400.6145
ΔE to the lowest compared entry with this formula, charge and spin in eV: 0.0000
Gap between HOMO and LUMO (alpha / beta) in eV: 7.56 / 6.24
LUMO (alpha / beta) in eV: -2.9 / -4.4
Strongest force on any atom in hartree/bohr: 0.00710



(2)
ORCA calculation (wB97M-V/def2-TZVPD) on C27H38As2BF5FeN6 as an isolated structure.

Geometry as ORCA input:
```
! wB97M-V def2-TZVPD RIJCOSX def2/J DEFGRID3
* xyz 0 1
Fe -0.17907 1.10293 -0.83279
C -2.89804 0.38200 1.41959
C -2.28512 -0.66553 0.55289
C -2.72228 -1.99138 0.43639
C -1.88555 -2.58964 -0.48396
C -1.87850 -3.98671 -1.00607
N -1.00014 -1.66345 -0.87897
N -1.23657 -0.48255 -0.25601
B 0.03758 -1.67511 -2.00188
N -0.40946 -0.65752 -3.07278
N -0.35065 0.66663 -2.77208
C -0.53503 1.34394 -3.89853
C -0.43907 2.82931 -3.98419
C -0.72471 0.44008 -4.95314
C -0.63526 -0.81601 -4.38938
C -0.74921 -2.15704 -5.03221
N 1.39700 -1.17741 -1.45866
N 1.53458 0.10975 -1.04521
C 2.83343 0.34492 -0.91024
C 3.37576 1.69124 -0.58324
C 3.55266 -0.82516 -1.18090
C 2.60423 -1.76620 -1.52833
C 2.79205 -3.18224 -1.95817
H -3.91423 0.08023 1.67201
H -2.93113 1.35399 0.93233
H -2.35298 0.48037 2.35771
H -3.54584 -2.44542 0.96115
H -2.65720 -4.56439 -0.51206
H -0.91947 -4.47320 -0.82263
H -2.06193 -4.01109 -2.08080
H 0.15218 -2.76631 -2.47335
H -0.13156 3.26527 -3.03570
H -1.39398 3.27388 -4.25672
H 0.29222 3.09719 -4.74759
H -0.90079 0.67896 -5.98837
H -0.96066 -2.03617 -6.09268
H -1.55532 -2.74125 -4.58673
H 0.17284 -2.72960 -4.92725
H 2.58316 2.43838 -0.56307
H 4.10789 1.99134 -1.33351
H 3.87490 1.68811 0.38369
H 4.62152 -0.95531 -1.15959
H 3.84103 -3.45523 -1.86001
H 2.49551 -3.32448 -2.99792
H 2.19778 -3.86500 -1.34993
C 3.01260 -1.77140 3.23314
As 1.60100 -1.07485 2.05896
C 0.76312 -2.79727 1.65148
C 0.35499 -0.45450 3.44002
C 0.04565 -1.25603 4.53540
C -0.79807 -0.81040 5.53973
C -1.33730 0.46334 5.45627
C -1.04300 1.27054 4.36807
C -0.20063 0.82721 3.34766
As 0.11879 1.98498 1.78085
C -0.76801 3.61170 2.37534
C 1.91141 2.58607 2.30257
H 2.62332 -2.42386 4.01324
H 3.54734 -0.94206 3.69473
H 3.71159 -2.33461 2.61421
H 0.62027 -3.39839 2.54982
H 1.41084 -3.33442 0.95697
H -0.19975 -2.62339 1.17424
H 0.46794 -2.25172 4.60503
H -1.03218 -1.45159 6.38005
H -1.99544 0.83049 6.23360
H -1.49574 2.24996 4.32001
H -0.36007 3.91146 3.34046
H -1.84388 3.47251 2.41964
H -0.56949 4.37454 1.62639
H 1.86834 2.94249 3.33087
H 2.22325 3.40142 1.65129
H 2.62359 1.77029 2.23575
F -0.53783 3.67964 -1.09405
C -1.83785 3.39903 -0.52095
F -2.02508 2.05648 -1.08786
C -2.77500 4.24065 -1.36654
F -4.04870 3.97199 -1.02816
F -2.70147 4.08055 -2.71167
F -2.54712 5.54399 -1.12766
*
```

Computed properties:
E_tot in eV: -207886.0629
ΔE to the lowest compared entry with this formula, charge and spin in eV: 1.4136
Gap between HOMO and LUMO (alpha / beta) in eV: 8.17 / 8.17
LUMO (alpha / beta) in eV: 0.5 / 0.5
Strongest force on any atom in hartree/bohr: 0.01036



(3)
ORCA calculation (wB97M-V/def2-TZVPD) on C27H38AuN6S as an isolated structure.

Geometry as ORCA input:
```
! wB97M-V def2-TZVPD RIJCOSX def2/J DEFGRID3
* xyz 1 1
Au -0.28096 0.12845 1.45440
C 0.85746 3.09709 -1.28924
C -0.65220 3.21219 -1.13981
C -1.12529 2.79635 0.25447
N -1.45228 1.37882 0.40678
C -2.69677 0.93953 0.15714
C -3.58808 1.70931 -0.60819
C -4.90627 1.49829 -0.97996
C -5.75987 0.45627 -0.67310
C -5.45075 -0.63163 0.12527
C -4.27200 -0.97127 0.76243
C -3.01046 -0.35056 0.77860
N -1.99335 -0.89679 1.44614
C -2.09823 -2.22558 2.03313
C -0.75388 -2.86427 2.35339
C 0.06932 -2.11884 3.39496
N 0.69966 -0.96001 2.79308
C 1.72138 -0.31851 3.36078
C 2.14067 -0.64092 4.66441
C 3.27524 -0.27546 5.35762
C 4.36625 0.46880 4.92842
C 4.50832 1.05782 3.68879
C 3.61482 1.15761 2.62714
C 2.29773 0.70572 2.49232
N 1.51510 1.06288 1.44810
C 2.22622 1.49773 0.23043
C 1.41482 1.68546 -1.04751
H 1.32611 3.80276 -0.59638
H 1.13603 3.43325 -2.29003
H -1.15250 2.61264 -1.90461
H -0.94091 4.25262 -1.31120
H -2.00355 3.37096 0.55590
H -0.33856 3.02921 0.97444
H -3.16006 2.61485 -1.01053
H -5.32276 2.27770 -1.60824
H -6.76360 0.50064 -1.07403
H -6.26422 -1.32900 0.29260
H -4.34469 -1.86579 1.36281
H -2.60756 -2.88075 1.32139
H -2.70785 -2.18508 2.94480
H -0.16073 -2.97738 1.44378
H -0.96529 -3.86819 2.72541
H 0.85437 -2.77812 3.77463
H -0.56301 -1.83618 4.24751
H 1.46404 -1.29151 5.20281
H 3.33278 -0.65800 6.37032
H 5.18689 0.58318 5.62392
H 5.45511 1.55764 3.51797
H 3.99296 1.73018 1.79449
H 3.00137 0.74694 0.03792
H 2.74084 2.44153 0.43536
H 0.63555 0.92304 -1.11399
H 2.11154 1.45267 -1.85508
C 2.41048 -0.59656 -4.04070
N 1.83001 -1.54958 -3.10289
C 2.81181 -2.34417 -2.38601
C 0.55406 -1.45063 -2.65698
S 0.09606 -1.99647 -1.13179
N -0.34179 -0.88503 -3.51344
C -1.65705 -0.50559 -3.02436
C -0.30976 -1.19623 -4.94233
H 3.32232 -0.18685 -3.59942
H 1.71915 0.21993 -4.22842
H 2.67684 -1.06556 -4.98978
H 3.56776 -2.67796 -3.09689
H 2.33343 -3.20370 -1.92886
H 3.29920 -1.75848 -1.59943
H -1.56643 0.00622 -2.06889
H -2.30728 -1.37382 -2.88753
H -2.10639 0.16946 -3.75296
H 0.50717 -1.87537 -5.16519
H -0.20467 -0.29672 -5.55127
H -1.24384 -1.69120 -5.21479
*
```

Computed properties:
E_tot in eV: -52076.4798
ΔE to the lowest compared entry with this formula, charge and spin in eV: 0.1660
Gap between HOMO and LUMO in eV: 7.25
LUMO in eV: -2.7
Strongest force on any atom in hartree/bohr: 0.00470



(4)
ORCA calculation (wB97M-V/def2-TZVPD) on C27H38BeN4O4S3Si as an isolated structure.

Geometry as ORCA input:
```
! wB97M-V def2-TZVPD RIJCOSX def2/J DEFGRID3
* xyz 0 1
Be 8.86101 10.77056 16.43588
N 5.92634 8.54744 15.94447
C 6.75187 7.45274 16.14796
C 6.54247 6.14358 16.63090
C 7.71294 5.32962 16.89003
C 8.99768 5.85157 16.70980
C 9.16167 7.16333 16.33891
C 8.11786 7.97440 16.07645
N 8.05250 9.36005 15.79668
C 6.74525 9.67241 15.67849
C 6.50165 11.11928 15.42507
C 5.47932 12.02534 15.13355
S 6.01986 13.65861 15.23299
C 7.63599 13.16729 15.53072
N 7.75909 11.85016 15.62598
H 4.97815 8.42445 15.51901
H 5.55550 5.68096 16.76598
H 7.52749 4.36493 17.34880
H 9.88451 5.19956 16.75115
H 10.14022 7.67413 16.20145
H 4.42772 11.76760 15.00496
H 8.38923 13.91904 15.73011
O 8.78453 10.76503 18.00680
N 10.00833 10.71961 18.67044
C 9.94229 10.62770 19.99657
C 11.14755 10.49314 20.66350
C 12.33122 10.72125 20.00518
C 12.35841 10.86724 18.64733
C 11.14946 10.83174 17.87942
S 11.04896 10.87024 16.18866
H 8.95776 10.84994 20.45432
H 11.20180 10.39220 21.72384
H 13.24408 10.86828 20.55871
H 13.22479 10.93111 18.00018
C 6.20590 11.05110 6.05254
C 6.48744 10.98851 7.56096
C 6.41869 9.58018 8.10113
C 5.56707 11.98722 8.19140
O 7.88868 11.49978 7.64659
Si 9.13986 11.33764 8.60308
S 8.57887 11.87172 10.54161
O 9.87426 9.90139 8.64649
C 10.64747 9.18052 9.67160
C 11.73533 10.08828 10.18389
C 9.66027 8.62346 10.73865
C 11.20786 7.97224 8.85173
O 10.18471 12.29984 7.89632
C 10.35988 13.64061 7.36390
C 11.81306 13.81303 7.01342
C 9.99845 14.47810 8.54780
C 9.38123 13.77703 6.17717
H 5.08199 10.99652 5.92710
H 6.63410 10.19081 5.44942
H 6.55026 11.95697 5.60392
H 5.45395 9.12994 7.84286
H 6.42856 9.60096 9.18888
H 7.22900 8.92885 7.71250
H 4.62975 11.47130 8.49086
H 5.34603 12.71181 7.39410
H 5.99504 12.43872 9.08708
H 11.22314 10.99514 10.61237
H 12.50334 10.40125 9.45785
H 12.23955 9.50236 10.96737
H 9.09572 9.50461 11.03369
H 10.22208 8.17253 11.58358
H 8.99081 7.90111 10.18808
H 11.70082 8.47599 8.03797
H 10.36243 7.45296 8.43684
H 11.84656 7.30569 9.40566
H 12.39750 13.82208 7.99302
H 12.10696 14.70359 6.53992
H 12.13207 12.99291 6.28290
H 10.56488 14.07053 9.39886
H 8.94776 14.26532 8.72458
H 10.26128 15.55663 8.54655
H 9.81614 13.27449 5.29545
H 9.22139 14.86460 5.95786
H 8.41917 13.30897 6.43307
*
```

Computed properties:
E_tot in eV: -83554.9693
ΔE to the lowest compared entry with this formula, charge and spin in eV: 2.3752
Gap between HOMO and LUMO in eV: 3.46
LUMO in eV: -1.6
Strongest force on any atom in hartree/bohr: 0.07665